Molecular formula: C30H61BN5O2Pb
Method: DFT, wB97M-V/def2-TZVPD

The value obtained for the gap between HOMO and LUMO is 4.81 eV. As for the net charge: -1. The HOMO energy comes out at -2.32 eV.

CARTESIAN COORDINATES (ANGSTROEM)
Pb: 0.75 0.65 -0.81
C: 2.59 -2.43 -2.11
C: 1.24 -3.18 -2.35
C: 1.38 -4.48 -1.54
C: 0.05 -5.19 -1.18
C: -0.90 -4.27 -0.56
C: -1.22 -2.97 -1.41
N: 0.04 -2.40 -1.85
O: -0.15 -1.15 -2.61
C: -2.07 -2.01 -0.52
C: -2.16 -3.48 -2.56
C: 1.15 -3.58 -3.79
H: 2.58 -2.18 -1.05
H: 2.77 -1.45 -2.55
H: 3.44 -3.08 -2.29
H: 2.09 -4.44 -0.71
H: 1.81 -5.26 -2.17
H: 0.09 -6.06 -0.52
H: -0.28 -5.56 -2.15
H: -0.57 -3.95 0.43
H: -1.80 -4.87 -0.43
H: -2.71 -2.54 0.18
H: -2.59 -1.23 -1.07
H: -1.37 -1.40 0.06
H: -1.70 -4.17 -3.27
H: -2.68 -2.64 -3.02
H: -2.98 -3.99 -2.06
H: 1.05 -2.70 -4.43
H: 0.31 -4.24 -3.97
H: 2.10 -3.98 -4.15
C: 2.28 1.89 4.12
C: 0.73 2.14 3.88
C: 0.27 2.89 5.18
C: -1.02 3.78 5.01
C: -0.92 4.71 3.76
C: -0.68 3.83 2.42
N: 0.52 3.07 2.64
O: 0.85 2.43 1.40
C: -0.58 5.01 1.50
C: -1.97 3.04 2.13
C: -0.04 0.86 3.83
H: 2.68 1.17 3.41
H: 2.41 1.57 5.15
H: 2.84 2.83 4.14
H: 1.05 3.53 5.58
H: 0.00 2.18 5.96
H: -1.06 4.53 5.80
H: -1.93 3.19 5.11
H: -0.02 5.26 4.01
H: -1.82 5.33 3.72
H: -0.79 4.82 0.44
H: 0.40 5.50 1.53
H: -1.16 5.90 1.74
H: -1.87 2.05 1.68
H: -2.63 3.66 1.53
H: -2.52 2.84 3.05
H: -0.06 0.48 2.81
H: -1.06 0.95 4.20
H: 0.38 0.01 4.38
B: 3.33 1.23 -0.45
H: 4.35 1.43 -0.72
H: 3.36 1.27 0.62
H: 2.63 1.97 -0.82
H: 2.89 0.31 -0.81
C: 0.40 -0.14 -6.37
C: 1.93 -0.13 -6.35
C: 2.48 1.17 -5.59
C: 1.97 1.52 -4.21
N: 1.60 1.76 -3.18
H: 0.06 -1.11 -6.74
H: -0.09 0.60 -7.00
H: -0.11 -0.09 -5.41
H: 2.24 -0.39 -7.36
H: 2.29 -1.00 -5.80
H: 2.26 2.00 -6.27
H: 3.56 1.07 -5.56
C: -5.33 3.62 0.14
C: -4.83 4.10 -1.28
C: -4.13 2.93 -2.12
C: -2.78 2.39 -1.73
N: -1.74 2.02 -1.43
H: -5.95 4.37 0.62
H: -4.42 3.47 0.72
H: -5.90 2.69 0.07
H: -4.10 4.90 -1.23
H: -5.64 4.52 -1.88
H: -4.01 3.11 -3.19
H: -4.74 2.04 -2.24
C: 2.27 -4.60 4.52
C: 2.25 -3.18 3.80
C: 1.81 -3.39 2.35
C: 1.42 -2.22 1.59
N: 1.14 -1.31 1.00
H: 2.27 -4.49 5.60
H: 3.19 -5.17 4.40
H: 1.47 -5.28 4.23
H: 3.06 -2.49 4.03
H: 1.42 -2.69 4.31
H: 0.97 -4.08 2.25
H: 2.62 -3.88 1.80

Mulliken atomic charge list, values in e, 99 entries: atom 1 (Pb): 0.92, atom 2 (C): -1.65, atom 3 (C): 1.89, atom 4 (C): -1.24, atom 5 (C): -0.90, atom 6 (C): -1.00, atom 7 (C): 1.21, atom 8 (N): 1.06, atom 9 (O): -0.94, atom 10 (C): -1.26, atom 11 (C): -1.94, atom 12 (C): -1.68, atom 13 (H): 0.26, atom 14 (H): 0.01, atom 15 (H): 0.49, atom 16 (H): 0.32, atom 17 (H): 0.40, atom 18 (H): 0.36, atom 19 (H): 0.38, atom 20 (H): 0.21, atom 21 (H): 0.47, atom 22 (H): 0.31, atom 23 (H): 0.31, atom 24 (H): -0.07, atom 25 (H): 0.26, atom 26 (H): 0.36, atom 27 (H): 0.51, atom 28 (H): -0.13, atom 29 (H): 0.37, atom 30 (H): 0.49, atom 31 (C): -1.90, atom 32 (C): 2.06, atom 33 (C): -1.35, atom 34 (C): -0.74, atom 35 (C): -1.31, atom 36 (C): 1.88, atom 37 (N): -0.07, atom 38 (O): -0.59, atom 39 (C): -2.19, atom 40 (C): -1.32, atom 41 (C): -1.45, atom 42 (H): 0.18, atom 43 (H): 0.48, atom 44 (H): 0.41, atom 45 (H): 0.48, atom 46 (H): 0.30, atom 47 (H): 0.41, atom 48 (H): 0.37, atom 49 (H): 0.42, atom 50 (H): 0.38, atom 51 (H): 0.28, atom 52 (H): 0.49, atom 53 (H): 0.45, atom 54 (H): 0.18, atom 55 (H): -0.12, atom 56 (H): 0.22, atom 57 (H): -0.10, atom 58 (H): 0.29, atom 59 (H): 0.41, atom 60 (B): 1.91, atom 61 (H): -0.25, atom 62 (H): -0.50, atom 63 (H): -0.27, atom 64 (H): -0.79, atom 65 (C): -1.16, atom 66 (C): -0.23, atom 67 (C): -0.70, atom 68 (C): 0.14, atom 69 (N): -0.24, atom 70 (H): 0.34, atom 71 (H): 0.39, atom 72 (H): 0.22, atom 73 (H): 0.38, atom 74 (H): 0.14, atom 75 (H): 0.38, atom 76 (H): 0.31, atom 77 (C): -0.36, atom 78 (C): -0.53, atom 79 (C): -0.77, atom 80 (C): 0.10, atom 81 (N): -0.20, atom 82 (H): 0.33, atom 83 (H): 0.03, atom 84 (H): 0.33, atom 85 (H): 0.32, atom 86 (H): 0.37, atom 87 (H): 0.38, atom 88 (H): 0.35, atom 89 (C): -1.34, atom 90 (C): -0.38, atom 91 (C): -0.58, atom 92 (C): -0.20, atom 93 (N): 0.36, atom 94 (H): 0.39, atom 95 (H): 0.33, atom 96 (H): 0.35, atom 97 (H): 0.48, atom 98 (H): 0.15, atom 99 (H): 0.30